{"formula": "C21H27N4O4OsPSi", "method": "wB97M-V/def2-TZVPD", "total_energy_ha": -2057.3491, "total_charge": 2, "multiplicity": 1, "species": ["Os", "O", "C", "O", "C", "C", "C", "C", "C", "N", "C", "O", "O", "H", "H", "H", "H", "C", "N", "C", "N", "C", "N", "C", "P", "C", "C", "H", "H", "H", "H", "H", "H", "H", "H", "H", "H", "H", "H", "C", "Si", "C", "C", "C", "C", "C", "C", "C", "H", "H", "H", "H", "H", "H", "H", "H", "H", "H", "H"], "xyz": [[0.887, 0.641, -0.142], [3.563, 0.464, -3.739], [2.977, 0.621, -2.587], [1.764, 0.801, -2.452], [3.865, 0.584, -1.400], [5.254, 0.644, -1.423], [5.931, 0.667, -0.208], [5.215, 0.653, 0.980], [3.826, 0.616, 0.908], [3.185, 0.564, -0.247], [2.903, 0.728, 2.143], [3.359, 0.578, 3.245], [1.691, 1.020, 1.835], [2.965, 0.531, -4.506], [5.783, 0.685, -2.363], [7.008, 0.730, -0.184], [5.696, 0.685, 1.943], [-1.329, -4.039, 1.028], [-0.458, -3.980, -0.132], [-1.244, -4.073, -1.349], [-2.218, -2.996, -1.404], [-3.084, -3.042, -0.238], [-2.292, -2.953, 0.976], [-1.723, -1.664, 1.196], [-0.508, -1.211, -0.193], [0.429, -2.859, -0.116], [-1.641, -1.712, -1.629], [-0.736, -3.968, 1.942], [-1.863, -4.993, 1.018], [-1.771, -5.030, -1.356], [-0.585, -4.019, -2.219], [-3.633, -3.988, -0.241], [-3.794, -2.211, -0.275], [-1.177, -1.653, 2.145], [-2.515, -0.910, 1.241], [1.023, -2.876, 0.805], [1.110, -2.921, -0.972], [-1.043, -1.726, -2.546], [-2.431, -0.963, -1.734], [0.771, 4.049, 0.578], [-0.353, 2.730, -0.222], [-0.716, 3.034, -2.079], [-1.852, 2.133, 0.811], [-3.139, 2.288, 0.288], [-4.247, 2.069, 1.087], [-4.085, 1.667, 2.405], [-2.811, 1.479, 2.925], [-1.697, 1.704, 2.134], [0.245, 5.001, 0.629], [1.678, 4.211, -0.001], [1.058, 3.780, 1.593], [-1.361, 3.904, -2.173], [-1.210, 2.200, -2.571], [0.192, 3.253, -2.633], [-3.272, 2.614, -0.734], [-5.237, 2.224, 0.687], [-4.951, 1.508, 3.028], [-2.693, 1.167, 3.950], [-0.705, 1.564, 2.545]], "nbo_charge": [0.8186, -0.6061, 0.8038, -0.6261, 0.0611, -0.1535, -0.1110, -0.1556, 0.1322, -0.4546, 0.7430, -0.5014, -0.7154, 0.5361, 0.2691, 0.2625, 0.2814, -0.0743, -0.4200, -0.0733, -0.4306, -0.0741, -0.4190, -0.4517, 0.8510, -0.4646, -0.4658, 0.2160, 0.2322, 0.2322, 0.2112, 0.2332, 0.2136, 0.2468, 0.2477, 0.2422, 0.2361, 0.2380, 0.2417, -1.1161, 1.4935, -1.1257, -0.4131, -0.2138, -0.2006, -0.1438, -0.2027, -0.2272, 0.2832, 0.2565, 0.2713, 0.2738, 0.2518, 0.2629, 0.2272, 0.2441, 0.2437, 0.2420, 0.2404]}

{"formula": "C21H27N4S4Tl", "method": "wB97M-V/def2-TZVPD", "total_energy_ha": -2800.4895, "total_charge": -2, "multiplicity": 1, "species": ["Tl", "C", "C", "N", "N", "C", "N", "S", "C", "C", "C", "C", "C", "N", "H", "H", "H", "H", "H", "H", "H", "H", "H", "H", "C", "C", "S", "C", "C", "S", "C", "C", "S", "H", "H", "H", "H", "H", "H", "H", "H", "H", "H", "H", "H", "C", "C", "C", "C", "C", "C", "C", "H", "H", "H", "H", "H"], "xyz": [[-0.379, 2.229, -0.603], [-5.325, 1.598, 0.637], [-4.063, 1.754, -0.175], [-2.967, 2.302, 0.347], [-2.903, 2.266, 1.724], [-2.081, 3.070, 2.404], [-1.677, 2.528, 3.611], [-1.607, 4.621, 1.914], [-3.989, 1.302, -1.531], [-5.117, 0.824, -2.260], [-4.963, 0.366, -3.544], [-3.687, 0.366, -4.138], [-2.634, 0.842, -3.356], [-2.747, 1.291, -2.123], [-5.279, 2.265, 1.497], [-5.472, 0.576, 1.007], [-6.208, 1.855, 0.048], [-3.079, 1.365, 2.157], [-1.271, 1.602, 3.491], [-1.025, 3.149, 4.064], [-6.094, 0.818, -1.795], [-5.823, 0.001, -4.097], [-3.520, 0.003, -5.143], [-1.623, 0.850, -3.764], [4.756, -2.493, -2.315], [3.507, -2.152, -3.122], [2.623, -0.626, -2.747], [1.901, -0.989, -1.124], [2.781, -0.889, 0.114], [3.547, 0.712, 0.458], [4.914, 0.800, -0.734], [5.875, -0.399, -0.726], [6.097, -1.272, -2.308], [5.204, -3.396, -2.741], [4.510, -2.723, -1.282], [2.798, -2.981, -3.027], [3.769, -2.067, -4.179], [1.438, -1.979, -1.168], [1.081, -0.278, -0.988], [3.547, -1.666, 0.154], [2.127, -1.027, 0.980], [5.445, 1.707, -0.437], [4.518, 0.958, -1.731], [5.592, -1.142, 0.017], [6.886, -0.076, -0.472], [-0.216, 0.612, 1.017], [-0.101, -0.307, 2.028], [-0.926, -1.528, 2.116], [-0.750, -2.471, 3.101], [0.221, -2.344, 4.121], [1.004, -1.172, 4.103], [0.864, -0.195, 3.140], [-1.680, -1.674, 1.350], [-1.389, -3.352, 3.091], [0.340, -3.096, 4.891], [1.752, -1.027, 4.880], [1.497, 0.688, 3.166]], "lowdin_charge": [0.4540, -0.0639, -0.3161, -0.0421, -0.0725, -0.9601, 0.0641, 0.4250, -0.2566, -0.0713, -0.1463, -0.1360, -0.2064, 0.0246, 0.0636, 0.0755, 0.0549, 0.1450, 0.0652, 0.0550, 0.0770, 0.0789, 0.0637, 0.0903, -0.5564, -0.5670, 0.8415, -0.5231, -0.5257, 0.8417, -0.5733, -0.5431, 0.8184, 0.0572, 0.0554, 0.0703, 0.0571, 0.0856, -0.0085, 0.0437, 0.0506, 0.0553, 0.0116, 0.0537, 0.0535, -0.2495, -0.4807, -0.1217, -0.1952, -0.2088, -0.1927, -0.1503, 0.0747, 0.0701, 0.0409, 0.0723, 0.0767]}

{"formula": "C21H27N6O7Re", "method": "wB97M-V/def2-TZVPD", "total_energy_ha": -1749.4425, "total_charge": -1, "s_squared": 3.7754, "multiplicity": 4, "species": ["Re", "O", "C", "C", "C", "C", "C", "C", "C", "O", "N", "N", "C", "C", "C", "C", "C", "C", "C", "O", "H", "H", "H", "H", "H", "H", "H", "H", "H", "H", "N", "C", "C", "C", "C", "N", "C", "N", "N", "C", "O", "O", "H", "H", "H", "H", "H", "H", "H", "H", "H", "H", "H", "H", "H", "H", "C", "O", "H", "H", "H", "O"], "xyz": [[0.000, 0.000, 0.000], [2.180, -0.536, -3.627], [2.823, 0.626, -3.269], [3.939, 0.970, -4.036], [4.642, 2.139, -3.757], [4.227, 2.959, -2.711], [3.110, 2.608, -1.943], [2.374, 1.433, -2.198], [1.150, 1.140, -1.281], [0.460, 0.259, -1.908], [1.150, 1.876, -0.156], [0.050, 1.825, 0.818], [-0.664, 2.895, 0.773], [-2.078, 2.672, 1.079], [-2.826, 3.484, 1.931], [-4.149, 3.132, 2.172], [-4.687, 2.004, 1.546], [-3.906, 1.229, 0.671], [-2.566, 1.532, 0.396], [-1.791, 0.859, -0.383], [1.369, -0.496, -3.030], [4.240, 0.321, -4.851], [5.504, 2.410, -4.357], [4.760, 3.876, -2.484], [2.793, 3.264, -1.136], [-0.344, 3.854, 0.342], [-2.368, 4.335, 2.415], [-4.756, 3.716, 2.853], [-5.713, 1.707, 1.734], [-4.336, 0.351, 0.192], [1.271, -1.322, 0.915], [2.241, -2.179, 0.274], [2.648, -3.424, 1.063], [1.551, -4.328, 1.662], [0.781, -5.182, 0.654], [-0.091, -4.386, -0.202], [-1.141, -3.656, 0.173], [-1.811, -3.950, 1.298], [-1.555, -2.623, -0.550], [1.528, -2.313, -1.076], [1.664, -3.373, -1.746], [0.572, -1.463, -1.147], [1.748, -0.520, 1.854], [0.579, -1.709, 1.712], [3.145, -1.594, 0.067], [3.270, -3.085, 1.904], [3.301, -4.043, 0.435], [0.862, -3.740, 2.275], [2.052, -5.020, 2.353], [0.178, -5.946, 1.156], [1.484, -5.719, 0.007], [0.317, -4.151, -1.125], [-1.548, -4.757, 1.841], [-2.603, -3.394, 1.580], [-0.794, -2.126, -1.074], [-2.303, -2.011, -0.283], [-0.872, -0.456, 2.483], [0.317, 0.015, 1.929], [-0.776, -0.479, 3.588], [-1.071, -1.484, 2.118], [-1.706, 0.224, 2.209], [-1.435, -0.800, 0.470]], "nbo_charge": [1.6150, -0.7099, 0.3954, -0.3125, -0.1965, -0.2770, -0.1433, -0.1849, 0.4073, -0.6342, -0.3755, -0.3522, -0.1015, -0.1757, -0.2165, -0.2877, -0.2471, -0.3349, 0.4321, -0.7445, 0.5069, 0.2138, 0.1984, 0.1997, 0.2350, 0.1788, 0.1949, 0.1856, 0.1877, 0.1878, -0.8376, -0.1895, -0.3970, -0.4138, -0.2153, -0.6289, 0.6517, -0.8095, -0.7370, 0.8299, -0.7228, -0.6925, 0.4781, 0.4374, 0.2216, 0.2117, 0.2211, 0.2052, 0.2079, 0.1777, 0.2247, 0.4593, 0.3963, 0.4213, 0.4417, 0.4531, -0.2496, -0.7597, 0.1360, 0.1452, 0.2101, -0.7212]}

{"formula": "C21H27N6Pt", "method": "wB97M-V/def2-TZVPD", "total_energy_ha": -1263.4607, "total_charge": 3, "multiplicity": 1, "species": ["Pt", "C", "C", "C", "C", "N", "C", "C", "C", "C", "C", "C", "N", "C", "C", "C", "C", "C", "N", "H", "H", "H", "H", "H", "H", "H", "H", "H", "H", "H", "N", "C", "C", "C", "N", "C", "C", "N", "C", "H", "H", "H", "H", "H", "H", "H", "H", "H", "H", "H", "H", "H", "H", "H", "H"], "xyz": [[0.459, -0.860, 0.457], [-2.782, -3.765, 0.387], [-2.887, -4.073, 1.732], [-2.044, -3.433, 2.634], [-1.130, -2.508, 2.175], [-1.049, -2.191, 0.851], [-1.855, -2.817, -0.009], [-0.142, -1.839, 3.050], [-0.007, -1.963, 4.423], [1.025, -1.278, 5.049], [1.916, -0.497, 4.320], [1.743, -0.410, 2.951], [0.722, -1.064, 2.378], [2.601, 0.298, 1.977], [3.774, 0.932, 2.328], [4.573, 1.498, 1.341], [4.167, 1.400, 0.021], [2.972, 0.763, -0.261], [2.191, 0.230, 0.679], [-3.403, -4.245, -0.356], [-3.604, -4.805, 2.080], [-2.096, -3.671, 3.687], [-1.764, -2.549, -1.051], [-0.679, -2.577, 5.004], [1.144, -1.360, 6.122], [2.718, 0.020, 4.827], [4.082, 0.972, 3.363], [5.500, 1.990, 1.602], [4.766, 1.800, -0.785], [2.641, 0.665, -1.286], [0.399, 2.610, -3.424], [-0.976, 2.034, -3.722], [-0.992, 0.508, -3.637], [-1.153, -0.174, -2.262], [0.154, -0.668, -1.644], [-2.022, 0.642, -1.302], [-1.807, 2.154, -1.340], [-0.450, 2.502, -0.845], [-1.969, 2.681, -2.765], [1.138, 2.147, -3.953], [0.506, 2.537, -2.376], [0.427, 3.601, -3.675], [-1.189, 2.315, -4.752], [-0.174, 0.064, -4.214], [-1.889, 0.227, -4.196], [-1.689, -1.093, -2.493], [0.940, -0.196, -2.081], [0.272, -1.631, -1.958], [-1.897, 0.276, -0.281], [-3.068, 0.460, -1.560], [-2.579, 2.603, -0.713], [-0.261, 2.006, 0.020], [-0.425, 3.492, -0.605], [-1.868, 3.770, -2.794], [-2.979, 2.466, -3.116]], "nbo_charge": [0.8268, -0.2076, -0.0860, -0.1759, 0.1365, -0.4570, 0.0820, 0.2697, -0.1961, -0.0933, -0.1779, 0.1859, -0.4216, 0.1622, -0.1768, -0.0868, -0.2156, 0.0824, -0.4586, 0.2685, 0.2695, 0.2562, 0.2004, 0.2604, 0.2698, 0.2599, 0.2576, 0.2696, 0.2643, 0.1870, -0.7250, -0.0427, -0.4605, -0.0486, -0.8051, -0.4352, -0.0562, -0.8865, -0.4442, 0.4337, 0.4628, 0.4475, 0.2546, 0.2365, 0.2768, 0.2225, 0.3876, 0.4169, 0.2284, 0.2573, 0.2291, 0.3883, 0.3991, 0.2405, 0.2667]}